No. 1
This record from the Open Molecules 2025 dataset describes a single H4NO2PS molecule in a non-equilibrium geometry. The level of theory is wB97M-V/def2-TZVPD.

The total energy is -25771.9894 eV. For the orbital gap, the calculation gives 9.913 eV. The HOMO energy comes out at -0.34299 Eh. As for the SMILES: NOP(O)S. The calculation puts the largest force on an atom at 5.46 eV/A. As for the energy above the lowest of the compared OMol25 structures with the same formula, charge and spin: 103.6 kcal per mole. As for the LUMO energy: 0.58 eV.

Each line ends with the Mulliken charge.
Positions of all 9 atoms, in Å:
N 2.1555 0.2534 0.0077  -0.33
O -1.5318 1.4918 0.3106  -0.39
O 0.6161 0.5719 -0.0229  -0.37
P -1.0413 0.4222 -0.7275  0.38
S -1.9629 -1.2865 0.3349  -0.28
H 2.3588 0.0074 -1.0305  0.26
H -1.1433 1.2059 1.1540  0.36
H 2.1314 -0.5551 0.5319  0.24
H -1.5825 -2.1111 -0.5582  0.13

Forces on the atoms, in the same order (eV/Å):
-2.6 2.1 -4.3
-0.5 0.7 0.8
0.4 0.0 0.2
2.5 -1.5 0.0
0.0 1.8 0.8
-0.3 0.3 2.3
-0.1 0.6 0.3
0.1 -2.5 1.2
0.6 -1.5 -1.4

***

No. 2
This record from the Open Molecules 2025 dataset describes 2 unconnected molecules or ions with the total composition H4NOP2 in a non-equilibrium geometry. The level of theory is wB97M-V/def2-TZVPD.

Its charge is -1. The total energy is -22176.3251 eV. For the orbital gap (alpha / beta), the calculation gives 5.835 / 7.023 eV. The HOMO energy (alpha / beta) comes out at -0.06978 / -0.08913 Eh. The calculation puts the largest force on an atom at 2.96 eV/A. As for the energy above the lowest of the compared OMol25 structures with the same formula, charge and spin: 113.6 kcal per mole. As for the LUMO energy (alpha / beta): 3.94 / 4.60 eV.

Each line ends with the Mulliken charge.
Positions of all 8 atoms, in Å:
N 0.6514 0.4681 -0.0683  -0.10
O 0.9277 1.1718 0.8905  -0.41
P 1.2625 -1.1571 0.1962  -0.07
P -2.1157 0.3068 0.4903  -0.25
H 1.5325 -1.5487 -1.1059  0.01
H 2.6122 -0.6272 0.2989  0.02
H -3.0469 -0.0170 -0.5394  -0.09
H -1.8238 1.4032 -0.1622  -0.11

Forces on the atoms, in the same order (eV/Å):
-1.1 0.4 -1.5
0.3 0.9 1.1
1.0 -0.7 1.3
-0.3 -2.4 1.2
-0.2 -0.1 -0.9
-0.4 -0.4 0.1
-0.1 -0.2 0.0
0.8 2.6 -1.3

***

No. 3
This record from the Open Molecules 2025 dataset describes a molecular structure, H4NOPS in a non-equilibrium geometry. The level of theory is wB97M-V/def2-TZVPD.

The total energy is -23725.3305 eV. For the orbital gap, the calculation gives 8.838 eV. The HOMO energy comes out at -0.31581 Eh. The calculation puts the largest force on an atom at 3.94 eV/A. As for the energy above the lowest of the compared OMol25 structures with the same formula, charge and spin: 51.8 kcal per mole. As for the LUMO energy: 0.24 eV.

Each line ends with the Mulliken charge.
Positions of all 8 atoms, in Å:
N -0.9346 0.4556 1.2228  -0.68
O 0.9855 -1.4847 -0.0670  -0.42
P 0.7979 0.1008 -0.3185  0.44
S -0.1321 0.1747 -2.2482  -0.23
H -0.5471 -0.1218 2.0086  0.20
H -1.2142 1.4466 1.2931  0.19
H 0.4666 -1.8383 0.6321  0.33
H 0.5779 1.2672 -2.5230  0.17

Forces on the atoms, in the same order (eV/Å):
2.1 -2.1 -2.6
0.3 0.5 -0.8
-1.9 1.4 1.6
-0.1 -0.4 0.8
-0.6 1.9 -0.5
0.9 -0.9 0.6
-0.9 -0.6 0.9
0.1 0.2 -0.1

***

No. 4
This record from the Open Molecules 2025 dataset describes a single H4NP molecule in a non-equilibrium geometry. The level of theory is wB97M-V/def2-TZVPD.

The total energy is -10842.2553 eV. For the orbital gap, the calculation gives 9.411 eV. The HOMO energy comes out at -0.31703 Eh. As for the SMILES: NP. The calculation puts the largest force on an atom at 5.71 eV/A. As for the energy above the lowest of the compared OMol25 structures with the same formula, charge and spin: 20.2 kcal per mole. As for the LUMO energy: 0.78 eV.

Each line ends with the Mulliken charge.
Positions of all 6 atoms, in Å:
N -0.6032 0.5844 -0.0193  -0.62
P 0.9373 -0.1684 -0.1759  0.01
H -1.3922 -0.2247 -0.4985  0.28
H -0.9028 1.4396 -0.5699  0.27
H 0.4880 -1.5367 0.1700  0.03
H 1.4730 -0.0942 1.0935  0.03

Forces on the atoms, in the same order (eV/Å):
-4.8 -2.1 -2.3
0.0 -1.3 -1.1
3.0 3.1 2.1
1.4 -1.4 0.8
0.3 1.1 -0.5
0.1 0.5 1.0

***

No. 5
This record from the Open Molecules 2025 dataset describes a single H4NPS molecule in a non-equilibrium geometry. The level of theory is wB97M-V/def2-TZVPD.

The total energy is -21678.7067 eV. For the orbital gap, the calculation gives 9.820 eV. The HOMO energy comes out at -0.32909 Eh. As for the SMILES: NPS. The calculation puts the largest force on an atom at 3.52 eV/A. As for the energy above the lowest of the compared OMol25 structures with the same formula, charge and spin: 7.0 kcal per mole. As for the LUMO energy: 0.87 eV.

Each line ends with the Mulliken charge.
Positions of all 7 atoms, in Å:
N -0.6757 0.5368 0.3391  -0.51
P 0.2824 -0.8362 0.3709  0.14
S 1.3399 -0.7505 -1.3501  -0.33
H -0.6083 1.2228 -0.4582  0.26
H -1.6147 0.3813 0.7184  0.25
H 1.3979 -0.1429 0.7402  0.05
H 0.7804 -1.4078 -2.4707  0.15

Forces on the atoms, in the same order (eV/Å):
-1.4 1.1 -0.7
-1.1 -0.5 0.8
1.0 -0.4 -3.3
-0.2 -1.1 1.4
0.5 0.4 -0.6
1.2 0.1 1.0
0.0 0.4 1.6

***

No. 6
This record from the Open Molecules 2025 dataset describes a single H4NPS molecule in a non-equilibrium geometry. The level of theory is wB97M-V/def2-TZVPD.

The total energy is -21677.8888 eV. For the orbital gap, the calculation gives 9.579 eV. The HOMO energy comes out at -0.32591 Eh. As for the SMILES: NSP. The calculation puts the largest force on an atom at 4.11 eV/A. As for the energy above the lowest of the compared OMol25 structures with the same formula, charge and spin: 25.8 kcal per mole. As for the LUMO energy: 0.71 eV.

Each line ends with the Mulliken charge.
Positions of all 7 atoms, in Å:
N 1.4899 0.6081 0.1063  -0.52
P -1.5228 0.1343 0.0269  -0.01
S 0.4168 -0.7620 -0.0278  -0.10
H 1.7980 0.4667 1.0567  0.28
H 2.1313 0.4113 -0.5836  0.26
H -2.0163 -0.8699 -0.5888  0.03
H -1.9887 -0.2823 1.3200  0.06

Forces on the atoms, in the same order (eV/Å):
-2.9 -0.4 1.8
1.9 3.0 2.0
-0.7 0.1 0.0
1.0 0.5 -0.2
2.3 -0.1 -1.4
-1.8 -3.1 -1.9
0.2 0.0 -0.3

***

No. 7
This record from the Open Molecules 2025 dataset describes 2 unconnected molecules or ions with the total composition H4NS. The level of theory is wB97M-V/def2-TZVPD.

Its charge is -1. The total energy is -12391.2994 eV. For the orbital gap, the calculation gives 7.262 eV. The HOMO energy comes out at -0.09266 Eh. The calculation puts the largest force on an atom at 0.98 eV/A. As for the energy above the lowest of the compared OMol25 structures with the same formula, charge and spin: 1.8 kcal per mole. As for the LUMO energy: 4.74 eV.

Each line ends with the Mulliken charge.
Positions of all 6 atoms, in Å:
N -1.6855 -0.9813 1.1315  -0.65
H -2.4727 -0.3455 1.0187  0.19
H -0.9518 -0.7176 0.4464  0.22
H -2.0394 -1.8554 0.7278  0.18
S 1.0399 0.5553 -0.6973  -0.89
H 0.9476 1.2968 0.3846  -0.04

Forces on the atoms, in the same order (eV/Å):
-0.1 -0.7 -0.7
0.3 0.2 -0.1
-0.2 0.4 0.5
0.1 0.1 0.3
0.0 -0.5 -0.7
-0.1 0.4 0.7

***

No. 8
This record from the Open Molecules 2025 dataset describes a molecular structure, H4O10S2Zn in a non-equilibrium geometry. The level of theory is wB97M-V/def2-TZVPD.

Its charge is -2. The total energy is -90629.6543 eV. For the orbital gap, the calculation gives 4.701 eV. The HOMO energy comes out at -0.02816 Eh. The calculation puts the largest force on an atom at 5.73 eV/A. As for the energy above the lowest of the compared OMol25 structures with the same formula, charge and spin: 37.5 kcal per mole. As for the LUMO energy: 3.93 eV.

Each line ends with the Mulliken charge.
Positions of all 17 atoms, in Å:
Zn 0.1317 -0.2773 0.0995  0.39
S -2.2850 0.4942 0.6020  1.40
O -1.4685 -0.5034 1.2467  -0.69
O -3.3149 -0.1692 -0.1796  -0.76
O -2.9043 1.4594 1.4862  -0.77
O -1.2924 1.1803 -0.2278  -0.63
S 0.4374 -0.2397 -2.3454  1.43
O -0.4232 0.6378 -3.1072  -0.74
O 1.3389 -1.0275 -3.1628  -0.79
O 1.1783 0.5334 -1.3174  -0.66
O -0.3566 -1.1752 -1.6206  -0.60
O 0.8685 1.1094 1.6107  -0.31
H 0.8937 2.0523 1.7736  0.23
H 1.5177 0.7446 2.2121  0.26
O 1.5757 -1.4441 0.8166  -0.29
H 2.4908 -1.1960 0.6848  0.29
H 1.6121 -2.1792 1.4287  0.24

Forces on the atoms, in the same order (eV/Å):
-1.8 0.8 0.2
-3.7 2.3 -2.5
2.2 -3.9 3.6
-0.5 -0.5 -0.4
-0.3 0.7 1.9
0.9 1.6 -1.2
0.3 1.3 -4.6
0.2 0.7 -0.8
1.7 -0.2 -1.1
2.3 1.2 0.9
-2.6 -3.5 3.0
0.7 0.2 0.7
-0.4 0.3 -0.4
0.1 -0.2 0.2
1.2 -0.9 0.9
0.2 0.3 -0.6
-0.4 -0.3 0.1